Entry 1:
C22H27N7O3SSeZr | ωB97M-V/def2-TZVPD

Geometry as XYZ:
```
62
Properties=species:S:1:pos:R:3:forces:R:3
Zr -0.65703 -0.01550 0.66613 0.492 0.270 0.118
N -0.16044 4.12160 2.72059 0.049 0.018 0.003
C -0.08675 2.99351 2.00913 -0.037 -0.043 -0.077
S -1.57745 2.09588 1.83174 0.059 -0.334 -0.014
N 1.06753 2.65966 1.50493 -0.016 0.134 0.070
N 1.04844 1.53610 0.73805 0.058 -0.144 -0.181
C 2.13697 1.30039 0.07097 -0.040 0.207 -0.063
C 3.33719 2.15797 0.10833 0.023 -0.040 0.119
C 3.82139 2.71184 -1.07587 0.001 -0.011 0.024
C 4.94866 3.51746 -1.05120 -0.001 0.011 -0.037
C 5.61121 3.74620 0.14543 -0.002 -0.008 0.016
C 5.13828 3.18332 1.32376 0.010 0.002 0.019
C 3.99518 2.40381 1.31210 -0.016 -0.010 -0.017
C 2.10599 0.15140 -0.85097 0.089 -0.058 0.042
C 3.25413 -0.34624 -1.45114 -0.174 -0.025 -0.148
C 3.12274 -1.35983 -2.38870 -0.064 -0.013 0.011
C 1.85881 -1.84797 -2.69277 0.008 0.018 0.008
C 0.77386 -1.35121 -1.99599 0.045 -0.031 -0.016
N 0.89314 -0.38302 -1.08552 -0.129 0.007 0.365
H -1.00995 4.38847 3.18385 0.003 -0.011 0.005
H 0.67238 4.67218 2.85411 -0.001 -0.008 0.001
H 3.30914 2.53234 -2.01367 -0.008 -0.003 -0.005
H 5.31043 3.96364 -1.96725 0.005 0.002 -0.007
H 6.49747 4.36556 0.16250 0.007 0.006 -0.007
H 5.65771 3.36251 2.25500 0.000 -0.002 0.011
H 3.60798 1.98667 2.23210 0.004 0.003 0.002
H 4.21836 0.06783 -1.19894 0.000 0.023 -0.004
H 3.99700 -1.75927 -2.88477 0.006 0.001 -0.001
H 1.71580 -2.61247 -3.44223 0.000 -0.009 -0.006
H -0.22550 -1.73419 -2.16480 0.014 0.001 0.007
C -3.51532 2.84895 -1.74772 0.041 0.052 -0.032
N -3.96012 1.53230 -1.27376 0.160 0.002 -0.017
C -5.40397 1.29241 -1.19545 -0.071 -0.056 0.005
C -3.09396 0.63210 -0.90697 -0.135 -0.012 0.011
O -1.83729 0.80929 -0.95275 0.080 -0.134 0.299
C -3.56097 -0.70492 -0.34813 -0.066 0.025 -0.067
O -2.34553 -1.42751 -0.18381 -0.020 0.057 0.184
C -2.43629 -2.73211 0.38737 0.040 -0.091 0.009
C -0.98643 -3.12965 0.61222 0.034 0.024 -0.176
O -0.13608 -2.20243 0.67313 -0.060 0.122 -0.192
N -0.66658 -4.39781 0.69236 -0.041 0.013 0.262
C -1.67339 -5.46182 0.61432 -0.075 -0.019 -0.034
C 0.70829 -4.80720 0.99151 0.086 0.024 -0.007
H -4.06772 3.10018 -2.65032 0.001 -0.020 -0.005
H -3.71489 3.59257 -0.97719 -0.015 -0.012 -0.004
H -2.45242 2.82022 -1.95926 -0.014 0.010 0.009
H -5.91173 2.23656 -1.36466 0.001 -0.001 0.011
H -5.72209 0.58629 -1.96214 -0.009 0.008 0.001
H -5.68656 0.93014 -0.20788 0.001 -0.010 -0.007
H -4.05573 -0.56778 0.62138 -0.006 -0.003 -0.040
H -4.23900 -1.22133 -1.03213 0.040 0.006 0.004
H -2.95598 -2.69712 1.34980 0.010 -0.014 -0.023
H -2.95482 -3.40048 -0.30097 0.010 0.029 0.002
H -2.45372 -5.32297 1.36175 -0.002 0.000 -0.004
H -2.11210 -5.51490 -0.38174 0.000 0.001 0.003
H -1.18068 -6.40812 0.81319 0.007 0.009 0.016
H 1.33273 -3.92869 1.11116 -0.002 -0.015 -0.006
H 0.71335 -5.38682 1.91337 -0.003 0.010 -0.005
H 1.08530 -5.42502 0.17751 -0.009 0.002 0.003
Se 1.07399 -0.46440 3.61289 -0.219 -0.038 -0.140
C -0.58330 -0.78866 3.13887 0.067 0.133 -0.346
N -1.58963 -0.89991 2.51917 -0.224 -0.054 0.047
```
Positions in Å, forces in eV/Å.

Frontier orbital gap (eV): 6.82
Multiplicity: 1
E_HOMO (eV): -13.217
Charge: +2

Atomic partial charges in e from the Löwdin method, atoms 1 to 6: number 1, Zr, carries 1.68; number 2, N, carries 0.12; number 3, C, carries -0.81; number 4, S, carries 0.65; number 5, N, carries 0.01; number 6, N, carries -0.11


Entry 2:
C22H27N7O5 | ωB97M-V/def2-TZVPD

Geometry as XYZ:
```
61
Properties=species:S:1:pos:R:3:forces:R:3
N 1.61229 2.96531 1.58195 0.232 0.457 0.810
C 1.74321 3.50743 2.95604 -0.319 -0.945 0.077
C 0.67608 2.85688 3.86188 -0.082 0.272 -0.072
C -0.74459 2.99891 3.35573 -0.131 -0.098 -0.104
C -1.57425 1.87283 3.26104 -0.365 0.825 -0.230
C -2.90560 1.99854 2.84847 -0.153 0.099 -0.078
C -3.44140 3.25335 2.50912 1.762 -0.258 0.541
N -4.78226 3.38707 2.10102 -1.691 0.125 -0.484
N -5.34788 4.56032 1.72243 0.836 -1.039 0.427
C -6.57023 4.19557 1.46387 -0.694 -0.518 -0.074
N -6.78688 2.84868 1.66785 -0.211 0.991 -0.272
N -5.67538 2.36073 2.06040 1.403 0.723 0.258
C -2.59926 4.37558 2.59300 -0.069 -0.023 0.024
C -1.27226 4.25244 3.01646 -0.601 -0.683 -0.079
C 3.16550 3.31597 3.56313 0.729 0.063 -1.899
O 4.11974 3.26665 2.80065 -0.778 0.010 1.391
O 3.30341 3.22696 4.90907 -0.328 0.067 -0.703
H 2.37509 3.31480 0.99963 -0.200 -0.287 0.282
H 1.64148 1.94003 1.60867 0.197 0.817 0.108
H 1.56339 4.58595 2.91680 0.145 -0.003 0.008
H 0.72315 3.31224 4.85608 0.147 -0.086 -0.045
H 0.91706 1.79637 3.97880 -0.045 0.055 -0.002
H -1.18819 0.88843 3.50784 -0.038 0.115 -0.032
H -3.52577 1.10858 2.78885 0.031 0.204 -0.028
H -7.34204 4.88010 1.12532 0.253 -0.249 0.109
H -2.98182 5.35815 2.33313 -0.028 -0.194 0.024
H -0.65653 5.14376 3.07974 -0.073 -0.079 -0.026
H 4.25764 3.13351 5.05450 0.012 0.028 0.063
C -0.31176 -0.63761 -5.39634 -0.180 -0.120 0.362
N 0.15816 -1.80668 -4.65487 0.802 0.002 -0.861
C -0.29388 -2.16474 -3.44358 -1.462 -0.061 0.985
O -1.17460 -1.53916 -2.86403 0.649 -0.259 -0.303
C 0.30372 -3.43617 -2.81885 0.482 -0.251 0.008
C 1.75798 -3.19723 -2.37161 0.276 0.209 0.419
C 1.90637 -2.28389 -1.16988 -0.014 0.185 0.109
C 2.10407 -2.84590 0.10601 -0.042 1.256 0.017
C 2.26090 -2.01494 1.23060 -0.263 0.340 -1.276
C 2.20697 -0.61360 1.07932 0.002 -1.434 -0.967
O 2.35906 0.18442 2.16722 -0.035 0.613 0.072
C 2.00142 -0.04811 -0.19669 0.030 -0.812 0.182
C 1.85769 -0.88366 -1.32039 0.125 -0.470 1.471
N 0.26225 -4.57592 -3.74891 -0.195 1.577 -0.467
C 0.26485 -5.85040 -3.35628 0.072 -1.615 0.961
C 0.12249 -6.88980 -4.44277 0.005 0.087 0.037
O 0.37673 -6.19811 -2.18926 0.020 0.480 -0.019
H -1.29356 -0.84333 -5.82722 0.040 0.122 -0.013
H -0.40413 0.21613 -4.72067 -0.008 -0.133 -0.068
H 0.39075 -0.38723 -6.19304 -0.033 -0.163 0.144
H 0.90468 -2.35197 -5.05388 0.037 0.140 -0.015
H -0.28994 -3.67965 -1.93503 -0.065 0.052 -0.214
H 2.21525 -4.15561 -2.12132 -0.194 -0.079 -0.098
H 2.33080 -2.78216 -3.20155 0.040 -0.001 -0.163
H 2.13061 -3.92168 0.22092 0.014 -0.019 -0.011
H 2.40868 -2.45226 2.20535 0.038 -0.031 0.201
H 2.69915 -0.31151 2.91349 0.024 -0.217 0.063
H 1.95312 1.02392 -0.30916 0.023 0.085 -0.003
H 1.69818 -0.44432 -2.29461 0.013 0.040 -0.063
H 0.12719 -4.38989 -4.72738 -0.109 0.009 -0.028
H 0.16097 -7.87897 -3.98785 0.006 0.174 -0.035
H -0.83482 -6.75930 -4.94294 -0.017 -0.048 -0.205
H 0.93693 -6.78582 -5.15627 -0.026 -0.050 -0.211
```
Positions in Å, forces in eV/Å.

Frontier orbital gap (eV): 9.01
Multiplicity: 1
E_HOMO (eV): -8.605

Atomic partial charges in e from the Löwdin method, atoms 1 to 6: number 1, N, carries 0.07; number 2, C, carries -0.28; number 3, C, carries -0.11; number 4, C, carries -0.22; number 5, C, carries -0.02; number 6, C, carries -0.01


Entry 3:
C22H27N9O4OsSSe | ωB97M-V/def2-TZVPD

Geometry as XYZ:
```
65
Properties=species:S:1:pos:R:3:forces:R:3
Os -0.33155 1.00637 -0.23403 -0.061 0.029 0.362
N 6.04387 0.95211 4.85044 -0.058 0.004 -0.121
C 5.38558 0.89039 3.70169 0.091 -0.008 0.153
C 4.55392 -0.23527 3.42213 -0.068 -0.045 -0.061
C 3.85850 -0.28151 2.24779 0.008 -0.142 0.124
C 3.97242 0.77444 1.33962 -0.016 0.118 -0.087
C 4.81530 1.87820 1.57778 -0.016 0.030 0.043
C 5.51401 1.94614 2.74556 -0.009 0.041 -0.089
S 3.05913 0.70407 -0.19670 0.123 0.013 -0.035
O 3.80452 1.45948 -1.15034 0.014 -0.089 0.084
O 2.73024 -0.67251 -0.40871 0.100 -0.034 0.057
N 1.64108 1.44832 0.10266 0.039 0.244 -0.012
C 1.49016 2.82947 -0.02686 0.076 -0.309 0.059
N 0.20338 3.01795 -0.39168 -0.076 0.095 -0.122
C -0.24795 4.26348 -0.54704 0.151 0.083 0.066
C 0.62496 5.31688 -0.34949 -0.125 -0.087 -0.027
C 1.92421 5.01215 0.04235 -0.001 0.029 -0.005
N 2.37124 3.76488 0.22164 0.004 -0.012 -0.032
H 5.96636 0.21974 5.54321 -0.014 -0.007 -0.016
H 6.64228 1.73510 5.07597 -0.007 0.009 -0.016
H 4.46674 -1.02203 4.15916 -0.023 -0.030 -0.013
H 3.21445 -1.11699 2.01774 -0.005 -0.002 0.008
H 4.89129 2.65088 0.82756 0.004 0.057 -0.019
H 6.17212 2.77687 2.96296 -0.003 0.032 -0.023
H -1.28746 4.38469 -0.82030 0.006 0.027 -0.005
H 0.30648 6.33936 -0.47887 -0.008 0.006 0.005
H 2.63652 5.80551 0.23386 0.006 -0.009 -0.011
C -1.75516 0.20793 -3.47840 0.098 0.032 0.005
N -2.69419 -0.38048 -2.53450 -0.054 0.115 0.126
C -3.16399 -1.71917 -2.86995 -0.085 -0.006 -0.054
C -3.06650 0.27350 -1.41822 0.149 -0.008 -0.155
O -2.27071 1.12290 -0.85652 -0.194 0.017 -0.039
N -4.27136 0.09400 -0.88656 0.011 -0.141 0.009
C -5.44688 -0.28116 -1.67141 -0.006 -0.023 -0.003
C -4.54766 0.50535 0.48549 0.009 0.009 0.039
H -2.25337 0.38470 -4.43336 0.005 -0.033 0.002
H -0.91612 -0.46817 -3.65000 0.028 -0.002 0.022
H -1.38069 1.15702 -3.10472 -0.027 -0.004 -0.013
H -2.29222 -2.33193 -3.10620 -0.022 0.009 -0.019
H -3.82878 -1.71755 -3.73507 0.005 -0.003 0.010
H -3.67404 -2.16535 -2.02213 -0.007 -0.021 0.018
H -5.25245 -0.14466 -2.73075 -0.005 -0.014 -0.003
H -6.26221 0.38101 -1.38299 -0.002 -0.001 -0.019
H -5.75111 -1.30996 -1.47930 -0.004 0.005 -0.003
H -3.62595 0.55372 1.05798 -0.054 0.042 -0.007
H -5.20810 -0.23183 0.94009 -0.014 0.009 0.001
H -5.03899 1.47888 0.50240 0.022 0.010 0.027
N -0.47313 -6.12045 -1.13297 0.049 -0.048 -0.057
C -1.43539 -5.25598 -0.75799 -0.074 0.044 0.021
O -2.59964 -5.54782 -0.59284 0.014 0.019 -0.008
C -1.02011 -3.81240 -0.57180 0.019 -0.007 0.016
C -1.75174 -3.05375 0.33439 0.000 0.055 0.019
C -1.47880 -1.71166 0.46453 -0.004 -0.016 -0.043
N -0.52810 -1.09796 -0.26849 -0.005 0.054 -0.066
C 0.19098 -1.83084 -1.13123 -0.004 -0.018 -0.042
C -0.02526 -3.18614 -1.30622 -0.014 0.050 0.013
H -0.73075 -7.08776 -1.25058 0.008 -0.003 0.011
H 0.50261 -5.88409 -1.12625 -0.003 -0.004 0.019
H -2.53865 -3.51569 0.91394 -0.001 -0.013 0.001
H -2.01688 -1.08346 1.16155 0.014 -0.047 0.016
H 0.95846 -1.30904 -1.68298 -0.021 -0.042 -0.006
H 0.56865 -3.71680 -2.03742 0.003 -0.014 -0.009
Se -1.14278 1.45642 2.24337 0.147 -0.070 0.012
C 0.41059 0.91735 3.06833 -0.204 0.034 -0.178
N 1.38862 0.58310 3.57870 0.093 -0.011 0.071
```
Positions in Å, forces in eV/Å.

Frontier orbital gap (spin up / spin down) (eV): 7.75 / 5.24
Multiplicity: 5
E_HOMO (spin up / spin down) (eV): -12.967 / -13.778
Charge: +2

Atomic partial charges in e from the Löwdin method, atoms 1 to 6: number 1, Os, carries 1.39; number 2, N, carries 0.27; number 3, C, carries -0.23; number 4, C, carries 0.04; number 5, C, carries -0.05; number 6, C, carries -0.19


Entry 4:
C22H27NO2P2Ti | ωB97M-V/def2-TZVPD

Geometry as XYZ:
```
55
Properties=species:S:1:pos:R:3:forces:R:3
C -2.23131 -4.69793 -0.08326 -0.047 0.463 0.214
C -1.21862 -3.79673 -0.44244 -0.105 -0.011 -0.104
C -1.49051 -2.80325 -1.43682 -0.079 -0.350 0.517
C -2.73691 -2.76447 -2.09286 -0.415 -0.601 1.063
C -3.72628 -3.66318 -1.67400 0.480 -0.264 0.075
C -3.50001 -4.61122 -0.66752 0.246 0.150 -0.439
C -3.02635 -1.81173 -3.23062 1.050 -1.505 -0.349
C -1.69879 -1.31401 -3.78256 0.062 0.855 -0.374
C -0.48468 -1.41806 -3.06419 -0.062 0.401 -0.905
C 0.74165 -1.01532 -3.67076 -0.256 -0.061 0.287
C 0.69774 -0.37810 -4.91067 -0.081 0.098 0.178
C -0.50963 -0.20511 -5.58481 -0.019 -0.230 -0.198
C -1.68647 -0.71518 -5.04230 0.261 -0.281 0.080
H -2.04039 -5.43164 0.71237 -0.067 0.245 -0.486
H -4.66941 -3.63315 -2.20904 -0.098 -0.080 0.198
H -4.28260 -5.32027 -0.39480 0.223 0.268 -0.026
H -3.47891 -2.44194 -4.01781 0.082 0.291 0.120
H 1.62763 0.00320 -5.33627 -0.239 -0.190 -0.025
H -0.52089 0.25959 -6.56801 0.009 -0.034 0.219
H -2.62364 -0.70813 -5.60152 0.274 0.257 0.057
N -0.48857 -1.87642 -1.75587 1.294 0.153 1.086
Ti 0.34310 -0.67617 -0.24457 -1.516 2.195 -0.666
C 0.16366 -3.90466 0.24647 -0.508 -0.479 -0.023
H 0.99583 -4.03952 -0.47661 -0.478 0.072 0.376
H 0.17082 -4.73066 0.98865 -0.085 0.047 -0.705
C 2.07616 -1.21560 -2.95110 0.407 0.146 -0.623
H 2.22829 -2.24247 -2.56930 -0.292 0.396 -0.100
H 2.92875 -0.99155 -3.61459 -0.397 -0.225 -0.127
P 0.47408 -2.43456 1.25077 0.166 -0.449 -0.138
P 2.19723 -0.05352 -1.54861 0.555 -1.101 -0.979
C 2.33385 1.55131 -2.35934 0.000 0.469 0.020
H 2.45907 2.35891 -1.63602 0.057 -0.095 -0.019
H 3.18590 1.56071 -3.04445 -0.034 -0.059 0.077
H 1.43278 1.76579 -2.93237 -0.073 -0.106 -0.029
C 3.81062 -0.36874 -0.81165 0.609 0.075 0.125
H 4.60794 -0.16732 -1.53249 -0.013 -0.047 0.045
H 3.98342 0.25523 0.06734 -0.058 0.005 -0.084
H 3.89191 -1.40722 -0.48317 -0.100 0.029 -0.132
C -0.84334 -2.36936 2.45845 0.074 -0.242 0.574
H -0.72239 -3.25907 3.08416 -0.338 0.146 0.200
H -0.75693 -1.45766 3.05756 0.015 -0.198 -0.025
H -1.81878 -2.38004 1.97188 0.069 -0.070 -0.042
C 2.02032 -2.64687 2.10413 0.170 -0.329 0.586
H 2.16438 -1.81349 2.79867 0.030 -0.195 -0.013
H 1.93508 -3.58889 2.64691 0.458 -0.002 0.242
H 2.85784 -2.67334 1.40405 -0.138 -0.093 0.068
C -1.52609 0.42426 -0.76828 -1.420 3.612 -2.575
O -1.54528 1.37526 -1.43669 0.051 -3.142 2.099
H -3.80076 -1.08663 -3.01304 0.222 0.579 0.307
C 1.88938 2.22339 1.08280 0.383 0.440 0.845
C 1.06130 1.05370 0.76842 -1.970 -1.638 0.017
O -0.04984 0.69869 1.29021 2.331 0.800 -0.366
H 2.94127 2.02166 0.79379 -0.672 0.231 0.105
H 1.85757 2.46045 2.16417 -0.084 0.062 -0.484
H 1.53218 3.10285 0.51046 0.067 -0.404 0.259
```
Positions in Å, forces in eV/Å.

Frontier orbital gap (spin up / spin down) (eV): 6.45 / 6.40
Multiplicity: 2
E_HOMO (spin up / spin down) (eV): -9.940 / -9.953
Charge: +1

Atomic partial charges in e from the Löwdin method, atoms 1 to 6: number 1, C, carries -0.05; number 2, C, carries -0.21; number 3, C, carries -0.20; number 4, C, carries -0.15; number 5, C, carries -0.03; number 6, C, carries -0.06


Number 1: total energy -117277.9663 eV. Number 2: total energy -43920.5415 eV. Number 3: total energy -123487.2278 eV. Number 4: total energy -70524.4677 eV.